1.
Computed, not measured: a cluster of 5 separate species, C29H65BBrN6O6 in total, with the ωB97M-V functional and the def2-TZVPD basis.

Values from the calculation:
HOMO-LUMO gap (eV): 6.4108
Electronic energy (eV): -123075.025
LUMO energy (eV): 2.0

The geometry in ORCA input format:
```
! RIJCOSX wB97M-V def2-TZVPD def2/J DEFGRID3
* xyz -1 1
C 5.01029 -0.37073 -0.44426
C 4.80982 1.08990 -0.85347
C 3.44004 1.31840 -1.55398
C 3.59640 1.63198 -3.04330
C 4.29195 0.48636 -3.79142
C 3.38005 -0.63326 -4.32975
C 3.11421 -1.76245 -3.32219
C 1.69681 -2.38148 -3.41916
B 0.92740 -2.49020 -1.98903
C 1.54280 -3.67092 -1.02802
N 1.68811 -4.93917 -1.78522
O -0.55379 -2.76484 -2.12344
C -1.20860 -1.82420 -1.35352
N -2.63094 -1.80210 -1.67824
C -3.45934 -0.76542 -1.03440
C -4.38008 -0.17396 -2.11260
C -5.64141 0.52790 -1.58510
C -0.34958 -0.56117 -1.52216
C -0.40725 0.21575 -2.86176
Br -1.04797 2.06788 -2.45213
C -1.27639 -0.34023 -3.99575
C -0.63244 -0.08507 -5.37180
O 0.95061 -1.11614 -1.33885
H 4.11269 -0.74923 0.04097
H 5.23519 -0.98710 -1.31620
H 5.87275 -0.46462 0.21797
H 4.82507 1.66757 0.06404
H 5.63416 1.42651 -1.48796
H 2.81973 0.43296 -1.41962
H 2.90075 2.11637 -1.03637
H 4.12979 2.57711 -3.17633
H 2.59708 1.77068 -3.46830
H 4.79822 0.93323 -4.65266
H 5.06802 0.07024 -3.14532
H 3.85151 -1.04170 -5.22574
H 2.42892 -0.19114 -4.63906
H 3.81876 -2.56663 -3.55984
H 3.36975 -1.44532 -2.31350
H 1.80079 -3.35667 -3.90010
H 1.12032 -1.77291 -4.12429
H 0.80109 -3.83475 -0.23045
H 2.49477 -3.42171 -0.54975
H 2.05588 -5.67410 -1.19410
H 0.77363 -5.21138 -2.12462
H -1.03038 -2.09119 -0.28896
H -2.97259 -2.70470 -1.37218
H -2.86997 0.00447 -0.53808
H -4.10948 -1.20766 -0.26764
H -4.66962 -1.01649 -2.74044
H -3.82768 0.53761 -2.72374
H -6.41636 -0.21272 -1.38395
H -5.41392 1.04596 -0.65202
H -6.01576 1.23957 -2.32022
H -0.45322 0.16009 -0.70847
H 0.60349 0.37296 -3.22334
H -1.43805 -1.40587 -3.88953
H -2.21342 0.20874 -4.00720
H -0.73678 0.95237 -5.68665
H 0.40427 -0.41434 -5.37373
H -1.15734 -0.70789 -6.09927
C 3.96463 1.08378 2.95158
O 4.59376 1.81497 2.20193
N 2.66546 1.21880 3.26255
C 2.03451 0.26812 4.15586
C 1.89610 2.31248 2.69434
H 4.41871 0.21083 3.43923
H 1.20730 -0.23757 3.65454
H 1.64392 0.77675 5.03969
H 2.77172 -0.47157 4.46354
H 1.90468 2.25200 1.60488
H 2.33570 3.26971 2.98361
H 0.87038 2.25200 3.05120
C -1.07288 1.87515 5.49791
O -0.94459 1.12769 4.54711
N -1.30038 1.45770 6.75823
C -1.43835 2.37737 7.86350
C -1.41071 0.03190 6.99959
H -1.00122 2.97161 5.40698
H -0.66974 2.18323 8.61667
H -2.42107 2.26942 8.32523
H -1.33063 3.39944 7.50860
H -0.49105 -0.47382 6.70134
H -2.23103 -0.38607 6.41413
H -1.59386 -0.14236 8.05745
C 3.26950 -2.74329 2.76047
O 4.19062 -2.14943 3.29597
N 2.66709 -3.82622 3.29625
C 1.56776 -4.50464 2.64172
C 3.14618 -4.31822 4.57329
H 2.84560 -2.43589 1.78960
H 0.68019 -4.48576 3.27958
H 1.83303 -5.54422 2.43597
H 1.33335 -4.01141 1.70407
H 3.05311 -3.54374 5.33665
H 4.19930 -4.59421 4.50121
H 2.56266 -5.18793 4.86687
C -7.92589 4.67858 -0.45879
O -7.35956 4.40173 0.57666
N -7.31534 4.90855 -1.63041
C -8.06365 5.24448 -2.82284
C -5.86056 4.81898 -1.71617
H -9.02464 4.77320 -0.52215
H -7.88846 4.50012 -3.60225
H -7.75967 6.22415 -3.19806
H -9.12816 5.27088 -2.59732
H -5.52696 3.81822 -1.43978
H -5.40147 5.53164 -1.03031
H -5.54820 5.03772 -2.73378
*
```

***

2.
Computed, not measured: a structure of composition C26H16Cl2N5O2Ti, with the ωB97M-V functional and the def2-TZVPD basis.

Values from the calculation:
HOMO-LUMO gap (alpha / beta) (eV): 5.9689 / 7.0547
Electronic energy (eV): -86931.078
LUMO energy (alpha / beta) (eV): 2.3 / 2.2

The geometry in ORCA input format:
```
! RIJCOSX wB97M-V def2-TZVPD def2/J DEFGRID3
* xyz -1 3
Ti -0.57487 -0.09531 -0.25263
Cl 2.02093 0.05254 6.27197
C 1.18321 -0.45791 4.83347
C 1.27810 0.32824 3.69793
C 0.62753 -0.02401 2.51987
N 0.63185 0.78206 1.36178
C 1.68086 1.59503 1.16512
O 2.77292 1.60113 1.73570
C 1.48717 2.64039 0.07864
C 2.61311 3.07183 -0.62314
C 2.47050 4.07157 -1.56374
C 1.21452 4.63511 -1.75529
C 0.16004 4.14810 -1.00381
N 0.27884 3.16343 -0.11389
C -0.14666 -1.20932 2.50636
C -0.22294 -1.99830 3.65173
C 0.43946 -1.62428 4.81025
Cl 0.32302 -2.65419 6.20877
N -0.82206 -1.47198 1.29877
C -1.61113 -2.53717 1.10738
O -1.82457 -3.51096 1.82897
C -2.35011 -2.48548 -0.22430
C -3.16910 -3.54490 -0.58012
C -3.87628 -3.47579 -1.76659
C -3.74805 -2.34632 -2.56159
C -2.90369 -1.33459 -2.14498
N -2.20571 -1.39951 -1.00366
H 1.88210 1.22124 3.73395
H 3.56583 2.61429 -0.39947
H 3.32324 4.41560 -2.13603
H 1.05246 5.42903 -2.47210
H -0.83647 4.56203 -1.12562
H -0.79948 -2.90733 3.63422
H -3.22847 -4.38405 0.09735
H -4.52651 -4.28839 -2.06595
H -4.28626 -2.24144 -3.49335
H -2.77872 -0.43949 -2.73697
C 0.79476 -0.08664 -2.02920
C -0.21476 0.49115 -2.88808
C -0.51316 0.01738 -4.18776
C -1.52708 0.55603 -4.94368
C -2.32471 1.59257 -4.43548
C -2.09048 2.04845 -3.13743
C -1.07450 1.49778 -2.38137
C -3.36996 2.15918 -5.23197
N -4.21297 2.60902 -5.87536
H 1.52304 0.63517 -1.65148
H 1.29904 -0.94897 -2.46137
H 0.09808 -0.77707 -4.59873
H -1.71229 0.19103 -5.94636
H -2.72696 2.81639 -2.71601
H -0.93991 1.87847 -1.36451
*
```

***

3.
Computed, not measured: a cluster of 4 separate species, C26H27BF4INO3 in total, with the ωB97M-V functional and the def2-TZVPD basis.

Values from the calculation:
Energy above the lowest of the compared OMol25 structures with the same formula, charge and spin (kJ/mol): 39.3
HOMO-LUMO gap (eV): 9.5069
SMILES string: CB(O)[C@]1(C[C@H]2CO2)NC(=O)[C@H](I)[C@@H]1F.Fc1ccccc1.Fc1ccccc1.Fc1ccccc1
Electronic energy (eV): -54678.805
LUMO energy (eV): 0.2

The geometry in ORCA input format:
```
! RIJCOSX wB97M-V def2-TZVPD def2/J DEFGRID3
* xyz 0 1
C 3.30939 -2.28974 -0.22826
B 1.86602 -1.83216 0.19708
O 1.39463 -2.10868 1.45595
C 0.90084 -1.05637 -0.86253
C 0.11168 -2.00639 -1.77220
C -1.20949 -2.44665 -1.16432
C -1.23302 -3.78900 -0.54712
O -1.26997 -2.50141 0.19587
N 1.88659 -0.38736 -1.79511
C 2.25580 0.86915 -1.33441
O 3.18516 1.53015 -1.75571
C 1.28399 1.24466 -0.23059
I 2.15774 1.49366 1.70610
C 0.18536 0.17582 -0.34860
F -0.50512 0.02801 0.82446
H 3.93366 -1.42327 -0.40802
H 3.74011 -2.88673 0.57048
H 3.26837 -2.89946 -1.12812
H 1.61474 -3.03489 1.59647
H -0.13488 -1.51740 -2.70966
H 0.68412 -2.91295 -1.92017
H -2.10152 -2.15245 -1.69019
H -2.17584 -4.25691 -0.32854
H -0.29541 -4.16903 -0.17937
H 1.67279 -0.42321 -2.77941
H 0.90733 2.23438 -0.44566
H -0.50414 0.60560 -1.08001
F -0.94561 3.24904 -2.18369
C -0.61544 4.47492 -1.70814
C -0.69469 4.70258 -0.35094
C -0.34851 5.95236 0.13950
C 0.05820 6.95250 -0.73201
C 0.12564 6.70048 -2.09568
C -0.20876 5.45007 -2.59366
H -1.02091 3.90778 0.30849
H -0.39593 6.14329 1.20251
H 0.32490 7.92756 -0.34817
H 0.44128 7.47952 -2.77564
H -0.15452 5.22975 -3.65126
F -4.40991 -1.86702 -2.69722
C -4.42637 -0.54492 -2.97412
C -5.29858 -0.07204 -3.93224
C -5.31121 1.28714 -4.20869
C -4.45428 2.14697 -3.53505
C -3.58267 1.64789 -2.57775
C -3.56876 0.29085 -2.28969
H -5.95388 -0.75982 -4.44944
H -5.99310 1.67533 -4.95268
H -4.46610 3.20536 -3.75672
H -2.91047 2.31475 -2.05491
H -2.90358 -0.11357 -1.53840
F 1.81602 -5.30728 4.06037
C 2.23411 -4.37855 4.94993
C 2.58542 -4.77899 6.22235
C 3.01766 -3.81915 7.12554
C 3.08513 -2.48447 6.74919
C 2.72268 -2.10703 5.46370
C 2.29623 -3.06034 4.55206
H 2.51968 -5.82345 6.49606
H 3.30256 -4.11512 8.12583
H 3.41988 -1.73961 7.45827
H 2.76972 -1.06813 5.16727
H 2.01520 -2.78600 3.54662
*
```

***

4.
Computed, not measured: an isolated molecule of C6H6, with the ωB97M-V functional and the def2-TZVPD basis.

Values from the calculation:
Energy above the lowest of the compared OMol25 structures with the same formula, charge and spin (kJ/mol): 496.6
HOMO-LUMO gap (eV): 9.7950
SMILES string: C=C=C1CC1=C
Electronic energy (eV): -6314.053
LUMO energy (eV): 0.9

The geometry in ORCA input format:
```
! RIJCOSX wB97M-V def2-TZVPD def2/J DEFGRID3
* xyz 0 1
C 0.51517 2.15224 -1.81580
C 0.22427 1.22355 -0.98945
C -0.08767 0.28291 -0.08828
C -1.25522 -0.44864 0.38536
C -0.00589 -1.07524 0.76266
C 0.86058 -1.83052 1.42109
H 0.39418 2.11029 -2.90776
H 0.81234 3.14850 -1.46358
H -1.72310 -0.09780 1.28626
H -1.87845 -0.99396 -0.42436
H 0.50782 -2.44156 2.17595
H 1.99195 -1.61677 1.45608
*
```